(1)
{"formula": "C25H21ClN6O3S", "method": "ωB97M-V with the def2-TZVPD basis set", "species": ["C", "C", "C", "N", "C", "N", "C", "C", "C", "C", "C", "C", "N", "C", "N", "S", "O", "O", "C", "C", "C", "C", "C", "Cl", "C", "C", "O", "N", "C", "C", "C", "C", "C", "C", "N", "C", "H", "H", "H", "H", "H", "H", "H", "H", "H", "H", "H", "H", "H", "H", "H", "H", "H", "H", "H", "H", "H"], "xyz": [[1.16263, 2.98850, 2.60817], [1.28352, 1.89433, 1.61157], [0.29651, 1.16838, 1.01779], [-1.07338, 1.24966, 1.24569], [-1.85176, 0.13470, 1.19170], [-1.29626, -1.02840, 1.42795], [-2.06904, -2.13332, 1.37654], [-1.49888, -3.39972, 1.59354], [-2.28696, -4.51871, 1.54258], [-3.66067, -4.41983, 1.27940], [-4.24473, -3.19843, 1.06736], [-3.45876, -2.03696, 1.11176], [-4.02595, -0.82399, 0.88420], [-3.26060, 0.22828, 0.91838], [-3.87418, 1.45597, 0.68001], [-3.27453, 2.60167, -0.40084], [-4.42655, 3.15304, -1.04173], [-2.42523, 3.51184, 0.32257], [-2.27033, 1.68251, -1.56386], [-1.05024, 2.20357, -1.94684], [-0.26777, 1.49282, -2.84215], [-0.69421, 0.26619, -3.31924], [-1.92105, -0.24008, -2.91436], [-2.44607, -1.76946, -3.48093], [-2.73315, 0.47550, -2.04585], [0.90115, 0.28032, 0.03903], [0.40276, -0.49959, -0.75052], [2.26549, 0.54298, 0.14253], [3.28106, -0.29062, -0.34153], [3.19069, -0.78808, -1.63801], [4.18329, -1.61964, -2.12187], [5.27394, -1.94608, -1.33275], [5.35813, -1.45615, -0.04027], [4.36381, -0.63792, 0.46291], [2.51266, 1.47604, 1.14861], [3.58917, 2.41880, 0.93569], [0.13803, 3.03635, 2.96435], [1.82506, 2.81192, 3.45377], [1.42037, 3.95078, 2.16503], [-1.51144, 2.16310, 1.21288], [-0.43960, -3.45399, 1.78839], [-1.85110, -5.49388, 1.70490], [-4.25866, -5.31862, 1.24333], [-5.29931, -3.09950, 0.86141], [-4.87325, 1.34567, 0.55679], [-0.73315, 3.14729, -1.53253], [0.68754, 1.88621, -3.15445], [-0.07822, -0.30807, -3.99273], [-3.69498, 0.08974, -1.74774], [2.33227, -0.53767, -2.23851], [4.10785, -2.01033, -3.12552], [6.05087, -2.58807, -1.71923], [6.19669, -1.72158, 0.58643], [4.41078, -0.28631, 1.48282], [4.44524, 1.89694, 0.51344], [3.87373, 2.84648, 1.89500], [3.29676, 3.22547, 0.25494]], "fmax_ev_per_a": 1.138, "relative_energy_ev": 0.041, "smiles": "Cc1c(Nc2nc3ccccc3nc2NS(=O)(=O)c2cccc(Cl)c2)c(=O)n(-c2ccccc2)n1C", "homo_ha": -0.2829, "total_energy_ha": -2377.92751, "gap_ev": 7.852}



(2)
{"formula": "C25H21N3O2STaTe", "method": "ωB97M-V with the def2-TZVPD basis set", "species": ["Ta", "C", "C", "C", "C", "C", "C", "C", "S", "O", "O", "N", "C", "C", "C", "C", "C", "C", "C", "C", "N", "C", "H", "H", "H", "H", "H", "H", "H", "H", "H", "H", "H", "H", "H", "C", "Te", "C", "C", "C", "C", "C", "C", "C", "H", "H", "H", "H", "H", "H", "H", "H", "N", "C"], "xyz": [[0.56417, -0.65485, 0.94970], [-3.36461, -8.02190, 1.72828], [-2.69257, -6.71168, 1.50597], [-1.39648, -6.48580, 2.01299], [-0.75114, -5.29490, 1.80630], [-1.42604, -4.30214, 1.06786], [-2.72115, -4.48974, 0.54592], [-3.33206, -5.69879, 0.77323], [-0.70825, -2.81743, 0.82554], [-0.45892, -1.94191, 2.09627], [-1.39760, -1.88200, -0.06019], [0.85840, -2.70427, 0.44383], [1.39485, -2.99360, -0.84180], [1.47975, -4.20383, -1.48443], [2.15700, -4.27792, -2.71954], [2.75081, -3.17302, -3.27472], [2.67524, -1.91936, -2.61665], [3.22703, -0.72202, -3.09896], [3.06654, 0.46216, -2.38226], [2.35202, 0.45775, -1.20845], [1.80890, -0.68292, -0.69239], [1.97838, -1.86042, -1.40039], [-3.04551, -8.48329, 2.66087], [-3.09094, -8.70348, 0.91635], [-4.44817, -7.92422, 1.72022], [-0.90798, -7.26626, 2.58144], [0.24176, -5.12302, 2.20403], [-3.21550, -3.70599, -0.01304], [-4.32763, -5.87010, 0.38555], [1.04768, -5.09809, -1.05296], [2.21652, -5.23124, -3.22609], [3.27777, -3.24637, -4.21729], [3.77030, -0.71866, -4.03734], [3.47577, 1.39513, -2.74314], [2.18497, 1.38081, -0.66305], [0.05901, 0.58378, 4.27350], [1.93584, 0.17955, 3.24342], [1.93536, 2.34415, 2.96262], [1.24204, 2.79598, 4.22272], [1.49049, 4.06077, 4.73870], [0.80749, 4.48213, 5.87119], [-0.10125, 3.64005, 6.49532], [-0.33653, 2.36696, 5.99438], [0.33071, 1.94932, 4.85068], [-0.07128, -0.20337, 5.01263], [-0.77021, 0.56439, 3.56275], [1.39204, 2.58713, 2.04962], [2.97448, 2.65558, 2.88502], [2.21236, 4.71396, 4.26511], [1.00223, 5.46497, 6.27771], [-0.61591, 3.96590, 7.38868], [-1.03176, 1.70682, 6.49730], [-0.98925, 1.90661, -0.24932], [-0.54366, 0.95610, 0.23868]], "fmax_ev_per_a": 0.692, "relative_energy_ev": 0.855, "charge": 3, "homo_ha": -0.6140, "total_energy_ha": -2002.18223, "gap_ev": 4.993}